(1)
The following is a quantum chemistry calculation of a structure of composition C14H12MnN4O2S, from the OMol25 dataset.

Summary:
gap between HOMO and LUMO (spin up / spin down): 6.45 / 7.63 eV
E_LUMO (spin up / spin down): -5.82 / -4.75 eV
charge: +1
expectation value of S²: 6.147
spin multiplicity: 5
ΔE to the lowest compared entry with this formula, charge and spin: 3.9 kJ/mol

Geometry as XYZ:
```
34
Properties=species:S:1:pos:R:3:lowdin_spin:R:1
Mn -0.471 0.359 0.877 3.942
N -1.196 2.991 4.060 -0.007
C -0.718 2.368 2.986 -0.004
S -0.262 0.674 3.158 -0.033
N -0.558 3.053 1.878 -0.018
N -0.016 2.257 0.925 -0.090
C 0.731 2.707 -0.008 0.038
C 1.307 1.739 -0.936 0.007
C 2.122 2.108 -1.989 0.008
C 2.688 1.105 -2.767 0.006
C 2.429 -0.218 -2.460 0.008
C 1.592 -0.507 -1.393 0.014
N 1.037 0.446 -0.649 0.048
H -1.372 2.491 4.913 -0.001
H -1.421 3.972 4.007 0.000
H 0.956 3.767 -0.054 -0.002
H 2.310 3.153 -2.190 0.000
H 3.331 1.360 -3.598 0.000
H 2.863 -1.024 -3.034 0.000
H 1.356 -1.528 -1.121 0.001
O -3.410 -0.350 -1.571 0.007
C -2.541 -0.350 -0.747 0.010
O -2.138 0.695 -0.041 0.060
C -1.730 -1.581 -0.415 -0.008
C -1.307 -2.457 -1.403 0.009
C -0.480 -3.519 -1.067 -0.010
C -0.049 -3.712 0.246 0.005
C -0.478 -2.858 1.246 0.001
C -1.330 -1.794 0.919 0.004
H -1.644 -2.302 -2.420 0.001
H -0.159 -4.210 -1.836 -0.001
H 0.592 -4.549 0.488 0.000
H -0.201 -3.036 2.277 0.000
H -1.835 -1.250 1.720 0.005
```


(2)
The following is a quantum chemistry calculation of a structure of composition C25H45BrCl18F9NO2S, from the OMol25 dataset.

Summary:
gap between HOMO and LUMO: 8.53 eV
E_LUMO: -1.15 eV
charge: 0

Geometry as XYZ:
```
102
Properties=species:S:1:pos:R:3:mulliken_charge:R:1
O 1.244 -2.884 0.538 -0.480
C 0.897 -2.304 1.577 0.111
N 1.036 -0.884 1.876 0.150
C 1.327 -0.055 0.662 0.644
C 1.101 1.480 1.081 -0.011
C 0.001 2.237 0.159 0.076
C -1.331 2.617 0.930 -1.312
C -2.333 1.373 1.153 0.778
F -1.645 0.516 2.058 -0.038
F -3.411 1.946 1.901 -0.329
C -2.775 0.663 -0.190 0.709
F -2.870 1.664 -1.184 -0.280
F -1.699 -0.171 -0.578 -0.047
S -4.295 -0.417 -0.137 1.206
F -5.326 0.852 0.095 -0.341
F -4.153 -0.768 1.470 -0.330
F -3.371 -1.790 -0.444 -0.151
F -4.454 -0.243 -1.800 -0.386
F -5.630 -1.405 -0.182 -0.329
O 0.347 -3.105 2.646 -0.506
Br -1.451 -3.318 2.328 0.265
H 1.873 -0.803 2.468 0.375
H 2.446 -0.190 0.442 0.148
H 0.777 -0.369 -0.273 -0.838
H 0.846 1.598 2.189 0.172
H 2.107 2.012 0.933 -0.149
H -0.159 1.711 -0.841 0.287
H 0.508 3.232 -0.115 -0.232
H -1.035 2.931 1.994 0.445
H -1.894 3.511 0.501 0.346
Cl -0.416 0.900 4.833 -0.173
C -0.856 -0.824 4.915 0.104
C -1.132 -1.276 6.333 -0.500
Cl 0.345 -1.304 7.329 -0.208
H -0.051 -1.401 4.458 0.143
H -1.753 -0.950 4.304 -0.026
H -1.528 -2.294 6.326 0.326
H -1.861 -0.631 6.826 0.359
Cl 1.638 6.030 -0.501 -0.170
C 3.261 6.059 -1.234 -0.374
C 3.531 4.826 -2.071 -0.626
Cl 3.687 3.359 -1.072 -0.098
H 3.993 6.170 -0.433 0.208
H 3.308 6.950 -1.862 0.386
H 4.473 4.942 -2.611 0.381
H 2.740 4.656 -2.802 0.336
Cl -9.320 0.188 3.285 -0.199
C -8.552 0.539 1.717 -0.140
C -9.351 1.531 0.898 -0.382
Cl -10.889 0.841 0.321 -0.194
H -8.418 -0.405 1.186 0.217
H -7.564 0.950 1.934 0.093
H -8.783 1.821 0.012 0.256
H -9.577 2.433 1.468 0.355
Cl 2.761 5.140 2.833 -0.172
C 4.380 4.623 2.300 -0.026
C 5.484 5.343 3.047 -0.525
Cl 5.571 7.069 2.614 -0.197
H 4.451 4.786 1.225 -0.122
H 4.446 3.550 2.486 0.322
H 6.450 4.904 2.791 0.323
H 5.352 5.270 4.127 0.354
Cl 2.885 -0.595 -2.279 -0.026
C 1.551 -1.525 -2.993 0.051
C 2.039 -2.773 -3.698 -0.224
Cl 2.960 -2.390 -5.179 -0.231
H 1.005 -0.868 -3.671 0.329
H 0.883 -1.798 -2.174 -0.257
H 1.188 -3.382 -4.003 -0.011
H 2.676 -3.377 -3.050 0.371
Cl 5.563 -2.837 -2.874 -0.102
C 6.774 -2.626 -1.585 -0.497
C 6.259 -3.081 -0.235 -0.561
Cl 4.977 -2.014 0.391 -0.103
H 7.070 -1.576 -1.569 0.268
H 7.644 -3.220 -1.869 0.354
H 7.070 -3.063 0.495 0.331
H 5.863 -4.097 -0.279 0.308
Cl 3.966 2.096 -4.676 -0.112
C 5.167 1.800 -5.956 -0.548
C 5.885 0.479 -5.766 -0.083
Cl 6.964 0.501 -4.348 -0.195
H 5.864 2.638 -5.969 0.324
H 4.625 1.794 -6.903 0.289
H 6.511 0.270 -6.636 0.358
H 5.183 -0.347 -5.644 -0.023
Cl -1.541 -1.896 -4.409 -0.165
C -1.969 -3.615 -4.246 -0.591
C -2.221 -4.005 -2.800 -0.171
Cl -0.733 -3.978 -1.816 -0.106
H -1.167 -4.207 -4.690 0.328
H -2.875 -3.775 -4.833 0.404
H -2.609 -5.024 -2.757 0.390
H -2.947 -3.342 -2.327 -0.068
Cl -7.390 -3.722 1.377 -0.153
C -6.568 -4.533 2.731 -0.568
C -5.220 -3.912 3.037 -0.405
Cl -4.028 -4.220 1.747 -0.191
H -6.476 -5.592 2.486 0.337
H -7.222 -4.440 3.599 0.348
H -4.813 -4.346 3.952 0.384
H -5.296 -2.833 3.176 0.238
```